1.
57
Properties=species:S:1:pos:R:3:nbo_charge:R:1 method="wB97M-V/def2-TZVPD" smiles="O=C(CS(=O)(=O)c1cn(CC(=O)N2CCOCC2)c2ccccc12)NCc1ccc(F)cc1" homo_ev=-8.9 multiplicity=1 gap_ev=9.2 energy_ev=-52501.6676
O 2.070 -1.159 0.478 -0.64
C 1.894 -0.165 1.158 0.67
C 2.891 0.969 1.221 -0.74
S 2.021 2.464 0.615 2.20
O 1.086 2.841 1.649 -0.96
O 2.998 3.430 0.204 -0.92
C 1.133 1.874 -0.788 -0.45
C 1.711 1.486 -1.964 0.06
N 0.765 1.026 -2.825 -0.35
C 1.024 0.584 -4.171 -0.30
C 0.193 -0.629 -4.620 0.67
O -0.510 -0.541 -5.609 -0.63
N 0.308 -1.768 -3.916 -0.43
C 1.074 -2.018 -2.715 -0.25
C 0.114 -2.378 -1.574 -0.08
O -0.690 -3.483 -1.911 -0.52
C -1.443 -3.226 -3.075 -0.08
C -0.529 -2.904 -4.261 -0.26
C -0.463 1.124 -2.216 0.20
C -1.736 0.808 -2.681 -0.26
C -2.794 1.001 -1.821 -0.20
C -2.609 1.510 -0.532 -0.23
C -1.357 1.845 -0.067 -0.19
C -0.267 1.647 -0.914 -0.09
N 0.802 0.057 1.906 -0.62
C -0.329 -0.852 1.942 -0.25
C -0.906 -0.880 3.331 -0.05
C -0.297 -1.636 4.325 -0.17
C -0.792 -1.637 5.616 -0.28
C -1.905 -0.866 5.899 0.40
F -2.396 -0.862 7.155 -0.32
C -2.529 -0.099 4.932 -0.28
C -2.018 -0.111 3.646 -0.18
H 3.211 1.186 2.236 0.26
H 3.746 0.780 0.578 0.26
H 2.748 1.522 -2.238 0.23
H 0.782 1.383 -4.883 0.24
H 2.088 0.347 -4.266 0.23
H 1.680 -1.167 -2.420 0.22
H 1.733 -2.874 -2.902 0.20
H 0.685 -2.652 -0.688 0.23
H -0.519 -1.506 -1.346 0.16
H -2.024 -4.127 -3.272 0.20
H -2.126 -2.380 -2.901 0.17
H -1.111 -2.647 -5.146 0.25
H 0.112 -3.765 -4.476 0.20
H -1.894 0.440 -3.683 0.24
H -3.794 0.764 -2.152 0.22
H -3.472 1.652 0.101 0.22
H -1.204 2.270 0.913 0.24
H 0.668 0.987 2.287 0.43
H 0.043 -1.836 1.646 0.23
H -1.089 -0.530 1.220 0.21
H 0.571 -2.231 4.083 0.22
H -0.331 -2.221 6.396 0.23
H -3.393 0.491 5.190 0.23
H -2.493 0.482 2.879 0.21

***

2.
65
Properties=species:S:1:pos:R:3:nbo_charge:R:1 method="wB97M-V/def2-TZVPD" homo_ev=-8.6 multiplicity=1 gap_ev=6.8 energy_ev=-137874.3762
Ir 1.459 0.241 0.203 1.26
S -2.283 -1.718 6.343 0.95
N -1.458 -0.372 6.018 -0.60
C -0.963 -0.510 4.800 0.17
C -0.142 0.465 4.105 -0.10
C 0.277 1.685 4.640 -0.11
C 1.073 2.509 3.876 -0.23
C 1.433 2.118 2.586 0.10
N 1.020 0.969 2.075 -0.38
C 0.258 0.142 2.814 0.17
C -0.092 -1.129 2.190 0.25
N 0.391 -1.335 0.945 -0.40
C 0.155 -2.495 0.342 0.08
C -0.600 -3.498 0.948 -0.23
C -1.116 -3.294 2.208 -0.11
C -0.855 -2.084 2.854 -0.10
C -1.310 -1.748 4.191 0.10
N -2.059 -2.518 4.961 -0.59
H -0.020 1.957 5.644 0.24
H 1.430 3.453 4.260 0.24
H 2.067 2.714 1.942 0.25
H 0.590 -2.614 -0.642 0.24
H -0.762 -4.426 0.419 0.24
H -1.705 -4.051 2.710 0.25
O 5.508 -3.242 -1.921 -0.69
C 4.775 -2.741 -2.915 0.78
O 4.980 -3.044 -4.064 -0.59
C 3.665 -1.833 -2.541 -0.26
C 2.811 -1.184 -3.436 0.01
N 1.897 -0.452 -2.792 -0.37
N 2.125 -0.639 -1.485 -0.29
C 3.188 -1.429 -1.297 -0.01
C 3.701 -1.498 0.088 0.77
O 4.634 -2.222 0.409 -0.64
O 3.096 -0.688 0.913 -0.66
H 5.235 -2.892 -1.038 0.51
H 2.844 -1.216 -4.513 0.23
H 1.431 1.406 -2.822 0.51
O 1.147 2.335 -2.681 -1.04
Se 1.885 3.170 -1.266 1.90
O -0.302 1.275 -0.307 -1.10
O 2.547 1.844 -0.381 -1.03
O 3.187 3.900 -1.850 -1.01
C -2.111 3.739 -1.097 -0.61
C -2.000 2.535 -2.032 -0.81
P -1.536 1.032 -1.166 2.01
C -1.347 -0.299 -2.356 -0.83
C -2.194 -0.196 -3.625 -0.60
C -2.882 0.596 -0.039 -0.78
C -4.240 0.314 -0.674 -0.61
H -2.307 4.641 -1.675 0.23
H -1.182 3.889 -0.547 0.23
H -2.923 3.623 -0.378 0.20
H -1.215 2.691 -2.774 0.29
H -2.939 2.349 -2.560 0.24
H -1.548 -1.232 -1.818 0.23
H -0.284 -0.314 -2.617 0.31
H -3.265 -0.173 -3.422 0.20
H -1.993 -1.056 -4.263 0.23
H -1.934 0.695 -4.194 0.22
H -2.942 1.413 0.685 0.24
H -2.518 -0.278 0.514 0.23
H -4.583 1.151 -1.284 0.21
H -4.990 0.143 0.097 0.23
H -4.209 -0.573 -1.307 0.21

***

Respective lowest unoccupied orbital energy values: 0.373 -1.774 eV.
Respective energy above the lowest of the compared OMol25 structures with the same formula, charge and spin values: 20.5 1.0 kcal per mole.